(1)
Formula: C4H14N3O
Source: OMol25
Level of theory: ωB97M-V/def2-TZVPD

Results
- Highest occupied orbital energy: -12.27 eV
- Relative energy (zero: lowest compared OMol25 entry of this formula, charge and spin): 6.928 eV
- 2S+1: 1
- Maximum force: 6.5 eV/A
- Kohn-Sham gap: 4.5 eV
- Net charge: +1

XYZ file:
```
22
Properties=species:S:1:pos:R:3:forces:R:3:mulliken_charge:R:1
C -0.52629 0.93474 -1.54984 0.2 1.0 -0.7 -0.261
C 0.02222 1.99686 -0.50401 0.0 0.9 -1.1 -0.770
C 0.50015 1.19305 0.61484 1.0 0.1 -2.6 0.214
C -0.08668 1.31120 1.85162 3.1 -0.5 5.7 -0.136
N 0.60690 0.82490 2.98988 -3.7 0.2 -3.3 -0.391
N 1.46824 0.35722 0.38396 0.9 2.4 0.2 -0.519
N 0.62165 0.56452 -2.33074 -0.5 -0.3 -2.5 -0.483
H -1.35099 1.40001 -2.14306 0.9 -0.5 0.2 0.324
H -0.98306 0.09028 -0.99649 0.3 0.3 -0.4 0.203
H -0.54528 2.94148 -0.31158 -0.3 -1.2 0.4 0.475
H 0.94973 2.39918 -0.95802 -0.6 -0.3 0.1 0.350
H -0.91063 1.98296 1.96915 -0.5 0.2 0.5 0.471
H 0.82529 -1.02858 0.58357 -0.8 -1.3 -1.0 0.464
H 0.08481 1.05895 3.80100 -0.2 0.4 1.2 0.309
H 0.80331 -0.18612 3.02360 0.7 0.4 -0.5 0.321
H 2.04692 0.32823 1.21552 0.0 -1.3 0.7 0.375
H -3.14532 -6.36302 -1.95129 -0.3 0.3 -0.1 -0.007
H 0.80986 0.92303 -3.29709 -0.8 -0.4 1.7 0.212
H 1.43055 0.16719 -1.90055 -0.1 -0.1 0.3 0.200
H -0.34883 -2.21252 0.40580 1.0 0.8 0.0 0.313
H -2.63956 -6.87563 -1.83588 0.3 -0.3 0.1 0.007
O 0.36701 -1.80793 0.93962 -0.7 -1.0 1.1 -0.671
```
Positions in Å, forces in eV/Å.


(2)
Formula: C4H14N4
Source: OMol25
Level of theory: ωB97M-V/def2-TZVPD

Results
- Highest occupied orbital energy: -18.77 eV
- Relative energy (zero: lowest compared OMol25 entry of this formula, charge and spin): 4.112 eV
- SMILES string: [H]/N=C(/C[NH+](C)C)N[NH3+]
- 2S+1: 1
- Maximum force: 5.2 eV/A
- Kohn-Sham gap: 11.3 eV
- Net charge: +2

XYZ file:
```
22
Properties=species:S:1:pos:R:3:forces:R:3:mulliken_charge:R:1
H -1.77559 1.63252 -1.14873 -0.3 0.1 -0.5 0.220
N -0.94869 1.18459 -0.79737 1.3 1.2 -0.4 -0.634
C -1.05342 0.32969 0.09383 0.6 -0.7 -0.9 0.627
C 0.19486 -0.04336 0.92356 0.7 -2.4 -0.9 -0.648
N 1.50751 0.23864 0.06543 -3.8 0.7 1.7 0.023
C 2.70507 0.74778 0.69135 0.0 0.4 2.3 -1.088
C 1.86017 -0.84528 -0.79528 0.6 -2.4 -3.0 -0.736
N -2.23225 -0.27465 0.42987 -0.8 -1.8 1.8 -0.192
N -3.32611 -0.36383 -0.45865 -4.2 -2.4 1.8 -0.440
H 0.19868 -1.12244 1.39121 0.2 2.2 -1.0 0.352
H 0.11159 0.71656 1.63265 0.6 1.0 1.8 0.385
H 1.10434 0.94425 -0.50833 -0.4 1.4 -1.1 0.261
H 3.12795 -0.06896 1.18124 1.1 -1.3 0.7 0.509
H 3.33689 1.12885 -0.02709 1.4 0.4 -2.0 0.473
H 2.72166 1.54212 1.41708 -1.4 0.4 0.4 0.349
H 1.55644 -1.85359 -0.35503 0.8 1.4 -0.6 0.300
H 1.36145 -0.72386 -1.84183 0.7 -0.3 2.0 0.319
H 2.97602 -0.72228 -0.95134 -1.4 -0.9 0.0 0.375
H -2.22012 -1.06704 1.10092 -0.2 0.8 -0.7 0.315
H -4.31120 -0.05733 -0.01853 2.6 -0.1 -0.6 0.434
H -3.30741 0.07200 -1.35903 0.9 0.9 -0.9 0.368
H -3.58784 -1.39438 -0.66594 1.0 1.5 0.2 0.425
```
Positions in Å, forces in eV/Å.


(3)
Formula: C4H14N4O
Source: OMol25
Level of theory: ωB97M-V/def2-TZVPD

Results
- Highest occupied orbital energy: -8.25 eV
- Relative energy (zero: lowest compared OMol25 entry of this formula, charge and spin): 5.779 eV
- SMILES string: CN(C)N(C)N(C)NO
- 2S+1: 1
- Maximum force: 3.9 eV/A
- Kohn-Sham gap: 9.2 eV
- Net charge: 0

XYZ file:
```
23
Properties=species:S:1:pos:R:3:forces:R:3:mulliken_charge:R:1
C 1.07144 -2.14562 -0.08499 0.1 0.4 0.6 -0.955
N 0.00948 -1.18415 -0.34658 0.1 0.9 0.4 0.054
C -1.27634 -1.84674 -0.53109 -0.2 0.3 0.5 -0.916
N -0.16941 0.03108 0.68088 0.3 -2.6 -1.9 -0.208
C 1.01935 0.28227 1.50891 0.2 -0.3 -0.2 -0.960
N -0.47783 1.00265 -0.29718 -1.6 2.8 2.2 0.045
C 0.61754 1.53017 -1.11590 0.1 0.4 -0.3 -0.805
N -1.04217 2.17741 0.68492 0.9 -0.7 -1.6 -0.246
O -1.79491 3.09768 -0.12168 0.7 -0.8 -0.2 -0.395
H 1.11335 -2.90467 -0.87754 -0.3 0.3 0.1 0.315
H 0.93232 -2.66789 0.87034 0.1 -0.2 0.1 0.343
H 2.05152 -1.65913 -0.08488 -0.2 0.0 0.1 0.290
H -2.05675 -1.12240 -0.78166 0.3 0.0 0.1 0.252
H -1.58670 -2.39005 0.37147 -0.1 0.0 0.0 0.317
H -1.23005 -2.56481 -1.36007 0.3 0.2 0.2 0.342
H 0.91568 1.24052 2.02745 -0.3 -0.2 -0.2 0.296
H 1.96603 0.30131 0.96250 0.0 0.0 0.0 0.337
H 1.08395 -0.50564 2.26460 -0.1 0.1 -0.2 0.362
H 1.61917 1.48564 -0.68246 -0.2 0.0 0.2 0.296
H 0.41029 2.57886 -1.36117 -0.1 -0.2 0.2 0.365
H 0.63426 0.99263 -2.06807 0.0 -0.1 0.3 0.274
H -1.76842 1.71052 1.23588 0.3 -0.5 -0.4 0.267
H -2.04179 2.56037 -0.89366 -0.3 0.1 0.1 0.330
```
Positions in Å, forces in eV/Å.


(4)
Formula: C4H14NO
Source: OMol25
Level of theory: ωB97M-V/def2-TZVPD

Results
- Highest occupied orbital energy: -15.17 eV
- Relative energy (zero: lowest compared OMol25 entry of this formula, charge and spin): 1.925 eV
- 2S+1: 1
- Maximum force: 5.3 eV/A
- Kohn-Sham gap: 11.7 eV
- Net charge: +1

XYZ file:
```
20
Properties=species:S:1:pos:R:3:forces:R:3:mulliken_charge:R:1
C -1.10330 -2.10442 -0.01872 1.5 -0.5 -0.2 -1.347
C -0.14300 -0.90611 0.15731 -1.3 1.5 0.6 -0.027
C -0.55931 0.43045 -0.65174 -2.0 -4.4 -2.0 -0.254
C 0.31174 0.39662 -1.96113 -0.2 4.7 2.5 -1.448
N 0.09259 -0.55610 1.63370 0.8 -0.8 1.1 -0.314
H -0.86569 -2.42951 -1.03043 0.1 -0.4 0.0 0.368
H -2.16784 -1.99022 -0.06740 -0.5 1.0 0.4 0.388
H -0.91035 -2.95396 0.67719 0.2 0.6 -0.5 0.400
H 0.87019 -1.15610 -0.03590 0.6 -0.7 -1.2 0.299
H -1.67900 0.19934 -0.84795 1.7 0.5 -0.3 0.328
H -0.59962 1.29516 -0.07463 0.7 1.2 0.7 0.326
H 1.33958 0.58595 -1.69921 0.5 -0.5 0.1 0.323
H 0.16436 -0.37536 -2.55434 -0.4 -4.7 -1.8 0.467
H 0.13747 1.11615 -2.76971 -0.6 0.9 0.8 0.369
H -0.06006 -1.40631 2.24313 0.3 1.1 -0.7 0.378
H 1.11407 -0.25962 1.74387 -2.0 0.0 0.1 0.381
H -0.54882 0.16840 1.95272 0.3 0.2 0.2 0.346
H 1.96491 2.39638 0.09537 -1.9 0.7 0.9 0.328
H 0.49177 3.10365 0.56531 1.9 -1.0 -0.3 0.339
O 1.13301 2.33744 0.65147 0.4 0.6 -0.2 -0.649
```
Positions in Å, forces in eV/Å.


(5)
Formula: C4H14NO
Source: OMol25
Level of theory: ωB97M-V/def2-TZVPD

Results
- Highest occupied orbital energy: -15.40 eV
- Relative energy (zero: lowest compared OMol25 entry of this formula, charge and spin): 0.779 eV
- 2S+1: 1
- Maximum force: 2.3 eV/A
- Kohn-Sham gap: 12.3 eV
- Net charge: +1

XYZ file:
```
20
Properties=species:S:1:pos:R:3:forces:R:3:mulliken_charge:R:1
C 0.64249 0.68550 0.83756 0.6 0.6 1.5 -0.690
C -0.47518 1.15209 -0.03541 -0.2 0.9 0.0 -0.711
C -0.20448 1.11652 -1.54131 1.4 -1.2 1.3 -0.190
C 0.62341 -0.09896 -2.12288 -0.8 1.7 -1.2 -1.489
N 0.70839 -0.80366 0.87438 -1.4 -0.2 -0.4 -0.133
H 1.62140 1.11913 0.58367 -0.2 -0.5 -0.4 0.397
H 0.49876 1.02188 1.87578 -0.2 -0.2 -0.3 0.395
H -1.40903 0.68936 0.25618 -0.3 -0.3 0.1 0.354
H -0.56635 2.21447 0.25102 -0.4 -0.3 -0.2 0.276
H -1.12216 1.29365 -2.08060 0.0 0.2 -0.3 0.386
H 0.50460 1.93768 -1.57911 -0.2 0.4 -1.1 0.275
H 0.31966 -1.12996 -2.01597 -0.6 -0.2 0.3 0.432
H 1.67457 -0.01344 -1.86942 0.2 0.1 0.1 0.431
H 0.53208 0.13364 -3.20552 0.5 -0.6 0.5 0.337
H 0.94187 -1.08688 -0.08623 0.1 -0.5 0.5 0.310
H -0.26858 -1.18468 1.13747 1.5 0.1 -0.1 0.292
H 1.35735 -1.16309 1.56870 0.2 -0.1 -0.2 0.373
H -2.26530 -1.44575 1.93677 -0.6 -0.4 0.7 0.322
H -1.60626 -2.46575 3.01629 -0.6 0.2 0.0 0.307
O -1.50723 -1.97174 2.19862 1.0 0.3 -0.9 -0.671
```
Positions in Å, forces in eV/Å.


Copy entry 1 word for word.
Formula: C4H14N3O
Source: OMol25
Level of theory: ωB97M-V/def2-TZVPD

Results
- Highest occupied orbital energy: -12.27 eV
- Relative energy (zero: lowest compared OMol25 entry of this formula, charge and spin): 6.928 eV
- 2S+1: 1
- Maximum force: 6.5 eV/A
- Kohn-Sham gap: 4.5 eV
- Net charge: +1

XYZ file:
```
22
Properties=species:S:1:pos:R:3:forces:R:3:mulliken_charge:R:1
C -0.52629 0.93474 -1.54984 0.2 1.0 -0.7 -0.261
C 0.02222 1.99686 -0.50401 0.0 0.9 -1.1 -0.770
C 0.50015 1.19305 0.61484 1.0 0.1 -2.6 0.214
C -0.08668 1.31120 1.85162 3.1 -0.5 5.7 -0.136
N 0.60690 0.82490 2.98988 -3.7 0.2 -3.3 -0.391
N 1.46824 0.35722 0.38396 0.9 2.4 0.2 -0.519
N 0.62165 0.56452 -2.33074 -0.5 -0.3 -2.5 -0.483
H -1.35099 1.40001 -2.14306 0.9 -0.5 0.2 0.324
H -0.98306 0.09028 -0.99649 0.3 0.3 -0.4 0.203
H -0.54528 2.94148 -0.31158 -0.3 -1.2 0.4 0.475
H 0.94973 2.39918 -0.95802 -0.6 -0.3 0.1 0.350
H -0.91063 1.98296 1.96915 -0.5 0.2 0.5 0.471
H 0.82529 -1.02858 0.58357 -0.8 -1.3 -1.0 0.464
H 0.08481 1.05895 3.80100 -0.2 0.4 1.2 0.309
H 0.80331 -0.18612 3.02360 0.7 0.4 -0.5 0.321
H 2.04692 0.32823 1.21552 0.0 -1.3 0.7 0.375
H -3.14532 -6.36302 -1.95129 -0.3 0.3 -0.1 -0.007
H 0.80986 0.92303 -3.29709 -0.8 -0.4 1.7 0.212
H 1.43055 0.16719 -1.90055 -0.1 -0.1 0.3 0.200
H -0.34883 -2.21252 0.40580 1.0 0.8 0.0 0.313
H -2.63956 -6.87563 -1.83588 0.3 -0.3 0.1 0.007
O 0.36701 -1.80793 0.93962 -0.7 -1.0 1.1 -0.671
```
Positions in Å, forces in eV/Å.


Among the records above, which one has the lowest highest occupied orbital energy?
C4H14N4


Which of these has the highest Kohn-Sham gap?
number 5